Arrangement a

The following is a quantum chemistry calculation of a 2-piece molecular cluster, C3H11N4O overall, from the OMol25 dataset.

Calculated values
Charge ... -1
2S+1 ... 1
Molar mass ... 119.15 g mol⁻¹
Lowest unoccupied orbital energy ... 0.156 Ha

CARTESIAN COORDINATES (ANGSTROEM)
N: 2.846 1.276 0.711
C: 1.638 0.532 0.580
N: 1.499 -0.236 -0.479
N: 0.730 0.659 1.515
H: 2.757 2.150 1.196
H: 3.413 1.336 -0.117
H: 2.338 -0.211 -1.044
H: 0.175 -0.647 -1.618
H: 1.118 1.171 2.301
C: -1.603 -0.169 -1.181
O: -0.676 -0.637 -2.134
C: -1.829 -1.161 -0.041
N: -2.344 -0.430 1.124
H: -1.238 0.751 -0.712
H: -2.540 0.043 -1.700
H: -2.559 -1.930 -0.311
H: -0.867 -1.633 0.147
H: -2.676 -1.064 1.833
H: -1.564 0.105 1.501

natural (NBO) charges in e: -0.89, 0.56, -0.96, -0.94, 0.36, 0.35, 0.30, 0.51, 0.30, -0.06, -0.79, -0.24, -0.88, 0.17, 0.14, 0.15, 0.19, 0.33, 0.40

Arrangement b

The following is a quantum chemistry calculation of a 2-piece molecular cluster, C3H11N4O overall, from the OMol25 dataset.

Calculated values
Charge ... -1
2S+1 ... 1
Molar mass ... 119.15 g mol⁻¹
Lowest unoccupied orbital energy ... 0.151 Ha

CARTESIAN COORDINATES (ANGSTROEM)
C: 1.337 -1.333 -1.007
O: 0.253 -1.519 -0.186
C: 1.164 -0.124 -1.915
N: 2.395 0.149 -2.700
H: 2.297 -1.206 -0.424
H: 1.524 -2.211 -1.652
H: 0.350 -0.271 -2.632
H: 0.827 0.687 -1.247
H: 2.216 0.852 -3.411
H: 3.055 0.595 -2.067
N: -0.079 0.372 1.482
C: -1.431 0.611 1.476
N: -1.857 1.578 2.402
N: -2.321 0.067 0.729
H: 0.222 -0.444 0.779
H: 0.319 0.481 2.403
H: -1.194 2.325 2.535
H: -2.785 1.915 2.202
H: -1.875 -0.652 0.161

natural (NBO) charges in e: -0.03, -0.92, -0.25, -0.85, 0.08, 0.12, 0.17, 0.17, 0.33, 0.34, -0.92, 0.57, -0.86, -0.85, 0.45, 0.35, 0.36, 0.37, 0.37

Quick look at relative energies in hartree: arrangement a 0.0000; arrangement b 0.0061.

Arrangement a

The following is a quantum chemistry calculation of a 2-piece molecular cluster, C3H8OS2 overall, from the OMol25 dataset.

Calculated values
Charge ... 0
2S+1 ... 1
SMILES ... C/C=C/O.SS
Molar mass ... 124.23 g mol⁻¹
Lowest unoccupied orbital energy ... 0.012 Ha

CARTESIAN COORDINATES (ANGSTROEM)
C: 0.289 -1.406 1.486
C: -0.512 -1.541 0.213
C: -0.160 -1.182 -1.071
O: -1.212 -0.893 -1.978
H: -0.307 -1.773 2.303
H: 1.284 -1.824 1.512
H: 0.366 -0.350 1.713
H: -1.539 -1.869 0.362
H: 0.840 -0.898 -1.408
H: -0.883 -0.463 -2.776
S: 0.114 2.176 -0.772
S: 1.435 3.629 -0.012
H: -0.300 1.743 0.438
H: 0.584 4.651 -0.012

natural (NBO) charges in e: -0.64, -0.28, 0.12, -0.71, 0.22, 0.22, 0.21, 0.21, 0.18, 0.48, -0.13, -0.13, 0.14, 0.12

Arrangement b

The following is a quantum chemistry calculation of a 2-piece molecular cluster, C3H8OS2 overall, from the OMol25 dataset.

Calculated values
Charge ... 0
2S+1 ... 1
SMILES ... C=CO.CSS
Molar mass ... 124.23 g mol⁻¹
Lowest unoccupied orbital energy ... 0.019 Ha

CARTESIAN COORDINATES (ANGSTROEM)
C: 1.267 0.752 -1.029
C: 1.895 0.042 -0.098
O: 2.432 -1.204 -0.277
H: 1.028 1.782 -0.827
H: 1.024 0.329 -1.997
H: 2.085 0.433 0.892
H: 2.287 -1.442 -1.211
C: -1.804 0.561 1.301
S: -1.845 0.509 -0.507
S: -2.094 -1.541 -0.806
H: -1.794 1.611 1.585
H: -0.950 0.018 1.711
H: -2.690 0.066 1.701
H: -0.844 -1.917 -0.438

natural (NBO) charges in e: -0.53, 0.13, -0.68, 0.22, 0.20, 0.18, 0.47, -0.75, 0.11, -0.15, 0.23, 0.22, 0.23, 0.12

Quick look at relative energies in hartree: arrangement a 0.0136; arrangement b 0.0000.

Arrangement a

The following is a quantum chemistry calculation of a 2-piece molecular cluster, C3H8OS2 overall, from the OMol25 dataset.

Calculated values
Charge ... 0
2S+1 ... 1
SMILES ... C=CO.CSS
Molar mass ... 124.23 g mol⁻¹
Lowest unoccupied orbital energy ... 0.019 Ha

CARTESIAN COORDINATES (ANGSTROEM)
C: -2.358 -0.043 1.004
C: -2.188 -1.308 0.426
O: -2.177 -1.389 -1.004
H: -2.338 0.072 2.098
H: -2.826 0.637 0.317
H: -1.838 -2.140 1.031
H: -1.208 -1.561 -1.183
C: 2.731 -0.450 -0.323
S: 1.393 0.243 0.749
S: 0.388 1.340 -0.697
H: 2.653 -0.033 -1.317
H: 3.437 0.091 0.319
H: 2.837 -1.491 -0.348
H: -0.909 1.004 -0.363

natural (NBO) charges in e: -0.50, 0.14, -0.72, 0.22, 0.21, 0.17, 0.48, -0.72, 0.05, -0.18, 0.23, 0.23, 0.22, 0.16

Arrangement b

The following is a quantum chemistry calculation of C3H8OS2 as an isolated structure, from the OMol25 dataset.

Calculated values
Charge ... 0
2S+1 ... 1
Molar mass ... 124.23 g mol⁻¹
Lowest unoccupied orbital energy ... 0.013 Ha

CARTESIAN COORDINATES (ANGSTROEM)
C: -2.780 -0.510 -0.232
C: 1.722 0.394 0.658
C: 0.355 -0.510 -0.324
O: -1.241 1.547 -0.185
S: 3.272 0.019 -0.202
S: -1.252 0.139 0.147
H: -3.145 -0.042 -1.092
H: -2.803 -1.529 -0.325
H: 1.506 0.080 1.696
H: 1.359 1.351 0.753
H: 0.300 -1.601 -0.128
H: 0.439 -0.513 -1.442
H: 3.383 1.125 -0.993
H: -1.113 0.051 1.666

natural (NBO) charges in e: -1.00, -0.50, -0.68, -0.96, 0.01, 1.62, 0.23, 0.20, 0.23, 0.23, 0.23, 0.25, 0.15, 0.00

Quick look at relative energies in hartree: arrangement a 0.0000; arrangement b 0.1274.

Arrangement a

The following is a quantum chemistry calculation of a 2-piece molecular cluster, C3H9NO2S2 overall, from the OMol25 dataset.

Calculated values
Charge ... 0
2S+1 ... 1
SMILES ... O=CNCCSS.O
Molar mass ... 155.24 g mol⁻¹
Lowest unoccupied orbital energy ... 0.017 Ha

CARTESIAN COORDINATES (ANGSTROEM)
O: 1.777 3.656 1.545
C: 0.837 2.923 1.438
N: 0.506 2.253 0.289
C: -0.293 1.037 0.349
C: 0.506 -0.138 0.890
S: -0.034 -1.762 0.500
S: -2.021 -2.005 0.617
H: 0.117 2.747 2.252
H: 1.227 2.272 -0.436
H: -1.151 1.244 0.987
H: -0.706 0.803 -0.630
H: 0.670 0.048 1.962
H: 1.532 -0.165 0.507
H: -2.394 -1.401 -0.548
O: -0.573 -3.776 -3.152
H: -0.204 -4.349 -3.837
H: 0.201 -3.387 -2.733

natural (NBO) charges in e: -0.58, 0.53, -0.62, -0.23, -0.59, 0.11, -0.11, 0.10, 0.39, 0.21, 0.21, 0.22, 0.24, 0.13, -0.94, 0.47, 0.47

Arrangement b

The following is a quantum chemistry calculation of a 2-piece molecular cluster, C3H9NO2S2 overall, from the OMol25 dataset.

Calculated values
Charge ... 0
2S+1 ... 1
SMILES ... O=CNCCSS.O
Molar mass ... 155.24 g mol⁻¹
Lowest unoccupied orbital energy ... 0.015 Ha

CARTESIAN COORDINATES (ANGSTROEM)
O: 0.112 3.470 0.489
C: -0.177 2.324 0.662
N: 0.535 1.374 -0.078
C: 0.052 -0.028 -0.135
C: 0.897 -1.069 0.565
S: -0.224 -2.561 0.409
S: 0.158 -4.048 1.675
H: -1.125 2.051 1.227
H: 1.368 1.694 -0.543
H: -0.866 0.063 0.535
H: -0.152 -0.435 -1.195
H: 1.322 -1.038 1.575
H: 1.848 -1.165 -0.168
H: -0.039 -3.621 2.971
O: -0.923 1.039 -2.400
H: -1.750 1.559 -2.492
H: -1.036 0.392 -3.099

natural (NBO) charges in e: -0.59, 0.52, -0.63, -0.25, -0.52, 0.06, -0.12, 0.13, 0.41, 0.20, 0.23, 0.24, 0.20, 0.12, -0.94, 0.48, 0.47

Quick look at relative energies in hartree: arrangement a 0.0000; arrangement b 0.0469.

Arrangement a

The following is a quantum chemistry calculation of one molecule with the formula C24H29N3O5S, from the OMol25 dataset.

Calculated values
Charge ... 0
2S+1 ... 1
SMILES ... COc1cccc(CNC(=O)CN(c2ccc(C(C)C)cc2)S(=O)(=O)c2c(C)noc2C)c1
Molar mass ... 471.58 g mol⁻¹
Lowest unoccupied orbital energy ... 0.019 Ha

CARTESIAN COORDINATES (ANGSTROEM)
C: -3.298 -0.363 -3.209
O: -3.776 0.065 -1.956
C: -3.451 -0.661 -0.852
C: -3.974 -0.197 0.356
C: -3.685 -0.853 1.533
C: -2.879 -1.981 1.530
C: -2.378 -2.464 0.334
C: -1.471 -3.670 0.306
N: -0.110 -3.268 0.009
C: 0.789 -3.011 0.976
O: 0.664 -3.329 2.137
C: 2.046 -2.308 0.452
N: 1.716 -1.334 -0.565
C: 0.772 -0.326 -0.254
C: 0.475 0.050 1.049
C: -0.443 1.058 1.291
C: -1.082 1.716 0.251
C: -2.020 2.879 0.460
C: -2.664 2.913 1.843
C: -1.251 4.182 0.206
C: -0.796 1.310 -1.049
C: 0.106 0.297 -1.305
S: 3.062 -0.832 -1.443
O: 3.838 -2.007 -1.705
O: 2.633 -0.044 -2.555
C: 3.943 0.198 -0.310
C: 3.731 1.580 -0.031
C: 2.734 2.484 -0.647
N: 4.576 1.973 0.881
O: 5.346 0.909 1.226
C: 4.977 -0.163 0.517
C: 5.688 -1.445 0.709
C: -2.660 -1.802 -0.856
H: -2.204 -0.371 -3.240
H: -3.674 0.362 -3.930
H: -3.679 -1.356 -3.467
H: -4.602 0.679 0.338
H: -4.092 -0.487 2.464
H: -2.644 -2.486 2.454
H: -1.797 -4.386 -0.454
H: -1.452 -4.158 1.282
H: 0.062 -2.865 -0.900
H: 2.699 -3.042 -0.025
H: 2.582 -1.875 1.307
H: 0.948 -0.436 1.887
H: -0.645 1.330 2.314
H: -2.815 2.798 -0.290
H: -1.933 3.168 2.607
H: -3.104 1.949 2.084
H: -3.447 3.668 1.865
H: -0.824 4.191 -0.794
H: -0.442 4.287 0.925
H: -1.915 5.038 0.307
H: -1.296 1.795 -1.875
H: 0.332 0.001 -2.316
H: 1.801 2.448 -0.085
H: 3.108 3.504 -0.630
H: 2.534 2.163 -1.666
H: 5.435 -2.116 -0.107
H: 6.761 -1.269 0.733
H: 5.403 -1.899 1.658
H: -2.258 -2.193 -1.778

natural (NBO) charges in e: -0.25, -0.50, 0.32, -0.26, -0.19, -0.26, 0.08, -0.26, -0.61, 0.68, -0.62, -0.34, -0.68, 0.06, -0.18, -0.26, 0.10, -0.27, -0.61, -0.59, -0.25, -0.16, 2.36, -0.94, -0.92, -0.54, 0.19, -0.66, -0.13, -0.27, 0.41, -0.69, -0.35, 0.18, 0.20, 0.18, 0.22, 0.22, 0.22, 0.21, 0.24, 0.41, 0.26, 0.21, 0.22, 0.22, 0.21, 0.20, 0.21, 0.21, 0.21, 0.20, 0.21, 0.21, 0.23, 0.24, 0.24, 0.25, 0.27, 0.24, 0.24, 0.21

Arrangement b

The following is a quantum chemistry calculation of one molecule with the formula C24H29N3O5S, from the OMol25 dataset.

Calculated values
Charge ... 0
2S+1 ... 1
SMILES ... CCOc1ccc(CNC(=O)[C@H]2Cc3cc(S(=O)(=O)N4CCCC4)ccc3N2C(C)=O)cc1
Molar mass ... 471.58 g mol⁻¹
Lowest unoccupied orbital energy ... 0.017 Ha

CARTESIAN COORDINATES (ANGSTROEM)
C: -3.920 -3.715 -0.447
C: -2.740 -3.254 0.394
O: -1.555 -3.573 -0.324
C: -0.358 -3.203 0.185
C: -0.175 -2.436 1.333
C: 1.105 -2.103 1.738
C: 2.222 -2.531 1.033
C: 3.592 -2.015 1.390
N: 3.704 -0.684 0.804
C: 4.148 -0.510 -0.457
O: 4.895 -1.266 -1.037
C: 3.551 0.728 -1.160
C: 2.149 0.298 -1.645
C: 1.245 0.929 -0.631
C: -0.091 0.716 -0.388
C: -0.695 1.462 0.614
S: -2.422 1.173 0.959
O: -2.600 -0.191 1.377
O: -2.903 2.199 1.843
N: -3.062 1.298 -0.595
C: -4.395 0.726 -0.718
C: -5.336 1.886 -0.395
C: -4.633 3.069 -1.067
C: -3.140 2.684 -1.040
C: 0.004 2.401 1.346
C: 1.357 2.616 1.114
C: 1.970 1.860 0.127
N: 3.315 1.842 -0.250
C: 4.299 2.654 0.260
C: 5.686 2.374 -0.258
O: 4.055 3.532 1.057
C: 2.034 -3.297 -0.113
C: 0.764 -3.634 -0.529
H: -3.923 -3.194 -1.401
H: -4.847 -3.504 0.077
H: -3.852 -4.783 -0.636
H: -2.732 -3.778 1.359
H: -2.798 -2.177 0.581
H: -1.018 -2.066 1.893
H: 1.232 -1.496 2.624
H: 4.379 -2.631 0.955
H: 3.732 -1.936 2.470
H: 3.020 -0.028 1.156
H: 4.204 1.014 -1.987
H: 2.045 -0.788 -1.679
H: 1.937 0.687 -2.644
H: -0.669 -0.006 -0.941
H: -4.528 0.381 -1.748
H: -4.480 -0.118 -0.036
H: -5.366 2.031 0.685
H: -6.345 1.726 -0.768
H: -4.974 3.177 -2.097
H: -4.815 4.003 -0.541
H: -2.685 2.761 -2.031
H: -2.571 3.302 -0.345
H: -0.522 2.956 2.106
H: 1.917 3.339 1.682
H: 5.951 1.329 -0.122
H: 5.749 2.614 -1.318
H: 6.387 3.002 0.285
H: 2.892 -3.623 -0.682
H: 0.610 -4.230 -1.415

natural (NBO) charges in e: -0.62, -0.08, -0.52, 0.39, -0.34, -0.14, -0.10, -0.24, -0.62, 0.68, -0.62, -0.12, -0.44, 0.03, -0.19, -0.35, 2.32, -0.96, -0.95, -0.66, -0.24, -0.42, -0.42, -0.24, -0.16, -0.24, 0.15, -0.45, 0.70, -0.72, -0.59, -0.20, -0.28, 0.21, 0.21, 0.21, 0.17, 0.21, 0.24, 0.20, 0.24, 0.21, 0.40, 0.24, 0.25, 0.23, 0.24, 0.20, 0.24, 0.22, 0.22, 0.21, 0.22, 0.20, 0.22, 0.25, 0.27, 0.24, 0.23, 0.25, 0.22, 0.22

Quick look at relative energies in hartree: arrangement a 0.0625; arrangement b 0.0000.

Arrangement a

The following is a quantum chemistry calculation of C12H15N3O6Pt as an isolated structure, from the OMol25 dataset.

Calculated values
Charge ... +2
2S+1 ... 1
Molar mass ... 492.34 g mol⁻¹
Lowest unoccupied orbital energy (alpha / beta) ... -0.343 / -0.342 Ha

CARTESIAN COORDINATES (ANGSTROEM)
Pt: 0.829 -0.885 -0.245
O: 2.052 -1.565 4.011
C: 1.406 -1.650 3.070
O: 0.744 -1.725 2.103
C: 2.403 1.846 1.211
C: 0.963 1.952 0.781
C: 0.755 3.343 0.156
C: 1.617 3.260 -1.130
C: 2.176 1.819 -1.062
O: 0.982 1.161 -0.484
C: 3.136 1.788 0.099
C: 3.921 -1.171 0.383
O: 4.841 -1.114 1.049
O: 2.963 -1.219 -0.300
H: 2.769 2.060 2.205
H: 0.177 1.583 1.423
H: 1.062 4.132 0.837
H: -0.297 3.472 -0.086
H: 2.434 3.978 -1.148
H: 1.014 3.395 -2.024
H: 2.430 1.343 -2.003
H: 4.201 1.962 0.029
C: -4.185 -2.932 -0.764
N: -3.168 -1.898 -0.596
C: -3.445 -0.475 -0.494
C: -2.060 0.117 -0.335
O: -1.777 1.263 -0.162
N: -1.146 -0.955 -0.424
C: -1.866 -2.106 -0.559
N: -1.327 -3.317 -0.657
H: -5.160 -2.456 -0.734
H: -4.136 -3.657 0.049
H: -4.076 -3.430 -1.728
H: -4.068 -0.234 0.368
H: -3.919 -0.088 -1.398
H: -0.334 -3.466 -0.685
H: -1.910 -4.133 -0.758

natural (NBO) charges in e: 1.15, -0.40, 1.05, -0.62, -0.23, 0.05, -0.43, -0.42, 0.06, -0.51, -0.25, 1.10, -0.36, -0.64, 0.26, 0.24, 0.25, 0.26, 0.25, 0.25, 0.24, 0.26, -0.44, -0.34, -0.32, 0.68, -0.52, -0.64, 0.66, -0.76, 0.26, 0.23, 0.23, 0.27, 0.27, 0.42, 0.44

Arrangement b

The following is a quantum chemistry calculation of C12H15N3O6Pt as an isolated structure, from the OMol25 dataset.

Calculated values
Charge ... +2
2S+1 ... 1
Molar mass ... 492.34 g mol⁻¹
Lowest unoccupied orbital energy (alpha / beta) ... -0.396 / -0.396 Ha

CARTESIAN COORDINATES (ANGSTROEM)
Pt: 0.128 -0.137 -0.621
O: 2.775 -2.710 0.556
C: 1.736 -2.379 0.084
O: 1.600 -1.315 -0.791
C: 0.448 -3.158 0.333
C: -0.447 -3.025 -0.894
C: -1.689 -3.892 -0.764
C: -2.538 -3.142 0.317
C: -1.637 -1.977 0.693
O: -1.042 -1.655 -0.646
C: -0.427 -2.506 1.441
C: 0.324 -1.362 2.091
O: 0.877 -1.534 3.151
O: 0.347 -0.207 1.428
H: 0.775 -4.168 0.568
H: 0.057 -3.051 -1.854
H: -2.217 -3.935 -1.713
H: -1.418 -4.907 -0.480
H: -3.465 -2.760 -0.106
H: -2.784 -3.750 1.184
H: -2.120 -1.095 1.103
H: -0.680 -3.179 2.258
C: 1.086 5.453 -0.288
N: 0.655 4.065 -0.490
C: -0.762 3.671 -0.516
C: -0.601 2.201 -0.651
O: -1.383 1.205 -0.663
N: 0.682 1.856 -0.725
C: 1.443 3.005 -0.583
N: 2.752 2.985 -0.559
H: 0.357 6.112 -0.752
H: 2.044 5.621 -0.777
H: 1.161 5.681 0.774
H: -1.297 4.102 -1.367
H: -1.291 3.946 0.399
H: 3.249 2.114 -0.679
H: 3.298 3.828 -0.460

natural (NBO) charges in e: 1.67, -0.43, 0.75, -0.67, -0.37, 0.11, -0.44, -0.43, 0.09, -0.48, -0.37, 0.76, -0.41, -0.49, 0.30, 0.26, 0.26, 0.26, 0.25, 0.26, 0.26, 0.30, -0.42, -0.33, -0.32, 0.68, -0.58, -0.63, 0.67, -0.71, 0.25, 0.23, 0.24, 0.29, 0.29, 0.45, 0.45

Quick look at relative energies in hartree: arrangement a 0.0000; arrangement b 0.0939.

Arrangement a

The following is a quantum chemistry calculation of one molecule with the formula C5H2O, from the OMol25 dataset.

Calculated values
Charge ... 0
2S+1 ... 1
Molar mass ... 78.07 g mol⁻¹
Lowest unoccupied orbital energy (alpha / beta) ... -0.031 / -0.042 Ha

CARTESIAN COORDINATES (ANGSTROEM)
O: 0.489 -1.525 -0.039
C: -0.155 -0.471 -0.623
C: 1.320 -0.384 -0.218
C: 2.358 0.224 0.055
C: -1.384 -0.030 -0.055
C: -2.449 0.453 0.253
H: 3.210 0.869 0.071
H: -3.390 0.864 0.556

natural (NBO) charges in e: -0.40, 0.24, 0.12, -0.17, -0.14, -0.13, 0.24, 0.24

Arrangement b

The following is a quantum chemistry calculation of one molecule with the formula C5H2O, from the OMol25 dataset.

Calculated values
Charge ... 0
2S+1 ... 1
SMILES ... C#CC(=O)C#C
Molar mass ... 78.07 g mol⁻¹
Lowest unoccupied orbital energy ... -0.021 Ha

CARTESIAN COORDINATES (ANGSTROEM)
C: 2.133 -0.588 -0.039
C: 1.204 0.198 -0.050
C: 0.042 1.076 -0.072
O: 0.074 2.277 0.016
C: -1.232 0.264 -0.169
C: -2.143 -0.531 -0.018
H: 2.879 -1.393 0.061
H: -2.957 -1.303 0.270

natural (NBO) charges in e: -0.12, -0.13, 0.46, -0.45, -0.13, -0.16, 0.25, 0.27

Quick look at relative energies in hartree: arrangement a 0.1381; arrangement b 0.0000.